7
Properties=species:S:1:pos:R:3:nbo_charge:R:1 method="wB97M-V/def2-TZVPD" relative_energy_kcal_mol=75.3 smiles=Sc1nnon1 spin_multiplicity=1
C -0.2260 0.0850 -0.0523 0.0741
H -2.0887 1.1842 0.4004 0.1553
N 0.5591 -1.1094 0.0822 -0.2318
N 1.7435 -0.7578 -0.0148 0.1557
N 0.5794 1.1747 0.0253 -0.1188
O 1.8218 0.5817 -0.0304 -0.1439
S -1.9565 -0.0938 -0.0308 0.1094

7
Properties=species:S:1:pos:R:3:nbo_charge:R:1 method="wB97M-V/def2-TZVPD" relative_energy_kcal_mol=42.3 spin_multiplicity=1
C 3.9542 -0.1713 -0.3405 0.4222
N 1.7111 -0.6181 1.2084 -0.0785
N 0.8313 -0.3597 0.5696 0.2586
N -0.1950 -0.1332 -0.0458 -0.5854
O 3.5536 -1.0458 -0.9716 -0.4679
S 4.3177 0.9646 0.6187 0.0475
H -0.4458 -0.6578 -0.9567 0.4035

The Kohn-Sham gap results, record by record, are as follows: 10.2 10.7 eV.
The E_HOMO results, record by record, are as follows: -10.14 -10.02 eV.